(1)
DFT (wB97M-V/def2-TZVPD) results for a molecular structure, C51H43BrN4O3P2SSn.

Largest force on an atom: 0.00359 Eh/bohr
Total charge: 0
LUMO level: 0.0025 Eh
E_tot: -6283.15977 hartree

Last column: Löwdin charge in e.
Cartesian coordinates (Å):
Sn (-3.04, -0.88, 0.04)  0.96
Br (-2.29, -2.18, 3.62)  0.71
S (5.75, -3.71, 1.17)  1.02
P (-3.16, -2.36, -2.24)  0.96
P (-0.04, 2.00, -1.16)  1.11
O (1.56, 5.90, 4.13)  0.05
O (6.70, -6.06, 0.74)  0.01
O (-3.75, 1.70, 6.71)  0.08
N (-0.21, 2.16, 1.59)  0.12
N (-3.11, 0.45, -1.72)  -0.16
N (3.67, 5.74, 3.35)  0.17
N (-2.53, 0.48, 2.96)  0.00
C (-2.72, 1.75, -1.88)  -0.42
C (1.91, -2.59, 1.74)  -0.03
C (-4.66, -6.71, -2.20)  -0.08
C (-5.56, -5.68, -2.47)  -0.08
C (-2.78, 1.77, 3.20)  -0.15
C (-1.81, -2.31, -3.45)  -0.33
C (1.51, -2.16, 0.47)  -0.26
C (0.58, 1.95, 2.83)  -0.24
C (0.18, -1.24, -4.28)  -0.07
C (1.18, 5.93, -0.68)  -0.08
C (4.05, 2.53, 1.75)  -0.15
C (3.19, -3.07, 1.95)  -0.09
C (-1.83, 2.45, -0.90)  -0.28
C (3.71, -2.68, -0.37)  -0.09
C (-0.77, -3.08, -5.49)  -0.08
C (-3.91, 1.18, -3.70)  -0.06
C (-3.33, -6.41, -1.97)  -0.08
C (-2.68, -0.35, 3.97)  -0.75
C (-3.20, 2.23, -3.08)  -0.06
C (1.09, 3.28, 3.30)  0.06
C (2.09, 3.99, 2.78)  -0.10
C (0.50, 1.84, 0.60)  -0.41
C (1.53, 3.88, -2.52)  -0.11
C (0.73, 3.66, -1.40)  -0.39
C (-0.91, -1.18, 0.04)  -0.27
C (-3.86, 0.12, -2.83)  -0.43
C (5.68, -5.44, 0.68)  -0.74
C (0.56, 4.70, -0.48)  -0.10
C (2.92, 2.44, 0.76)  -0.14
C (4.09, -3.12, 0.89)  -0.56
C (2.39, 5.29, 3.48)  -0.50
C (-5.12, -4.37, -2.52)  -0.08
C (-3.19, 2.25, 4.42)  0.01
C (2.98, 3.65, 1.64)  -0.14
C (2.15, 5.11, -2.72)  -0.09
C (-0.82, -1.33, -3.33)  -0.09
C (-3.09, 0.00, 5.24)  -0.04
C (-4.43, -1.27, -2.96)  -0.28
C (2.43, -2.21, -0.58)  -0.02
C (-3.35, 1.34, 5.47)  -0.31
C (-3.78, -4.07, -2.29)  -0.37
C (-2.89, -5.10, -2.01)  -0.10
C (4.00, 1.64, 2.93)  -0.05
C (-1.78, -3.18, -4.54)  -0.08
C (0.20, -1.62, 0.26)  -0.14
C (1.98, 6.13, -1.80)  -0.09
C (1.68, 0.95, 2.41)  -0.20
C (0.21, -2.11, -5.36)  -0.08
C (1.89, 1.34, 0.95)  -0.19
C (2.92, 0.94, 3.25)  -0.03
C (4.37, -6.02, 0.22)  -0.05
H (-1.84, -4.88, -1.83)  0.11
H (-5.01, -7.73, -2.17)  0.10
H (0.58, 3.74, 4.14)  0.12
H (-1.93, 3.53, -1.03)  0.09
H (2.19, 0.49, 0.34)  0.13
H (-3.89, 2.66, 6.74)  0.11
H (0.94, -0.47, -4.18)  0.10
H (3.50, -3.40, 2.93)  0.11
H (-3.20, -0.73, 6.03)  0.11
H (1.20, -2.55, 2.56)  0.11
H (-5.36, -1.39, -2.39)  0.08
H (3.33, 4.53, 1.10)  0.13
H (1.00, -2.03, -6.10)  0.10
H (3.93, 6.53, 3.92)  0.11
H (4.48, -7.10, 0.17)  0.09
H (4.43, -2.72, -1.18)  0.11
H (-2.61, 2.44, 2.37)  0.09
H (2.93, 0.32, 4.14)  0.11
H (1.04, 6.72, 0.04)  0.11
H (-4.41, 1.20, -4.65)  0.10
H (5.03, 2.78, 1.37)  0.13
H (2.46, 7.08, -1.95)  0.10
H (1.66, 3.08, -3.23)  0.09
H (-6.60, -5.90, -2.65)  0.10
H (2.12, -1.87, -1.56)  0.11
H (-5.83, -3.58, -2.74)  0.10
H (-0.83, -0.64, -2.49)  0.05
H (2.77, 5.26, -3.59)  0.10
H (1.21, -0.04, 2.42)  0.13
H (-2.62, -7.21, -1.76)  0.11
H (-0.04, 4.54, 0.41)  0.11
H (4.88, 1.60, 3.56)  0.11
H (4.39, 5.14, 3.01)  0.09
H (-4.63, -1.51, -4.01)  0.10
H (-3.38, 3.30, 4.56)  0.12
H (-2.54, -3.94, -4.65)  0.11
H (-3.03, 3.23, -3.47)  0.10
H (3.18, 2.63, -0.27)  0.14
H (-0.07, 1.52, 3.59)  0.13
H (-0.75, -3.76, -6.33)  0.10
H (3.55, -5.74, 0.87)  0.08
H (4.14, -5.63, -0.78)  0.09
H (-2.09, 2.22, 0.13)  0.05

---

(2)
DFT (wB97M-V/def2-TZVPD) results for a single C9H22Si molecule.

Largest force on an atom: 0.00375 Eh/bohr
Total charge: 0
LUMO level: 0.0394 Eh
SMILES string: CCCCCCCCC[SiH3]
Energy relative to the best compared isomer or geometry (same formula, charge and spin): 0.0 kJ/mol
E_tot: -645.58674 hartree

Last column: Löwdin charge in e.
Cartesian coordinates (Å):
Si (-0.59, 2.68, -1.51)  0.62
C (-1.18, -0.91, 2.14)  -0.22
C (-1.16, -1.03, 0.61)  -0.21
C (0.13, -1.60, 0.02)  -0.22
C (0.86, 1.54, -1.16)  -0.39
C (1.11, 0.05, 2.85)  -0.11
C (0.01, -0.60, -2.40)  -0.22
C (-0.40, 0.27, 2.73)  -0.26
C (0.04, -1.84, -1.49)  -0.21
C (1.12, 0.44, -2.19)  -0.27
H (0.73, 1.13, -0.16)  0.03
H (-0.37, 3.41, -2.78)  -0.08
H (-0.71, 3.66, -0.40)  -0.08
H (1.34, -0.94, 3.25)  0.08
H (-0.97, -0.12, -2.34)  0.08
H (-2.22, -0.83, 2.46)  0.10
H (1.74, 2.19, -1.10)  0.07
H (0.97, -0.93, 0.24)  0.08
H (0.36, -2.54, 0.51)  0.12
H (-0.80, -1.84, 2.58)  0.11
H (-1.88, 1.97, -1.61)  -0.08
H (1.56, 0.78, 3.53)  0.07
H (0.08, -0.97, -3.43)  0.11
H (-0.80, 0.49, 3.73)  0.10
H (-0.87, -2.42, -1.68)  0.11
H (1.63, 0.15, 1.90)  0.05
H (-1.98, -1.68, 0.30)  0.11
H (-0.59, 1.16, 2.13)  0.10
H (-1.37, -0.05, 0.17)  0.09
H (1.32, 0.92, -3.16)  0.10
H (0.88, -2.47, -1.80)  0.11
H (2.05, -0.09, -1.94)  0.11

---

(3)
DFT (wB97M-V/def2-TZVPD) results for 5 unconnected molecules or ions with the total composition C24H34O15 in a non-equilibrium geometry.

Largest force on an atom: 0.03438 Eh/bohr
Total charge: 0
LUMO level: -0.0458 Eh
SMILES string: CC[C@@H](C)C1=CC(=O)OC1=O.C[C@@H]1COC(=O)O1.C[C@@H]1COC(=O)O1.C[C@@H]1COC(=O)O1.C[C@@H]1COC(=O)O1
E_tot: -2063.60700 hartree

Last column: Löwdin charge in e.
Cartesian coordinates (Å):
O (-1.20, 4.48, 2.95)  0.09
O (-4.59, 0.03, -0.49)  0.14
O (-1.93, -5.25, -3.55)  0.07
O (5.66, 4.30, 1.98)  0.06
O (2.41, -1.44, -3.26)  0.16
O (0.78, 4.50, 1.89)  0.16
O (5.59, 4.12, 4.20)  0.08
O (-5.80, -0.92, -2.18)  0.14
O (-2.82, 0.51, 0.85)  0.16
O (-0.03, -5.56, -2.39)  0.16
O (3.06, -2.54, -1.40)  0.07
O (-1.14, 4.65, 0.74)  0.05
O (7.58, 4.13, 3.14)  0.16
O (3.50, -3.40, -3.40)  0.07
O (-1.95, -5.02, -1.34)  0.08
C (-3.22, 0.14, -0.23)  -0.34
C (4.24, -4.06, 0.10)  -0.02
C (-4.74, -0.54, -1.73)  -0.43
C (4.19, -4.22, -2.44)  -0.08
C (3.21, 3.82, 4.63)  -0.02
C (-3.57, 4.14, 3.40)  -0.02
C (4.26, 4.49, 3.78)  -0.33
C (-2.49, -0.29, -1.45)  -0.10
C (-3.40, -0.66, -2.35)  0.10
C (-0.28, 0.87, -0.99)  -0.19
C (-1.19, -5.31, -2.42)  -0.58
C (-3.31, -5.14, -3.16)  -0.08
C (2.95, -2.36, -2.74)  -0.57
C (4.28, 4.08, 2.33)  -0.09
C (-3.20, -4.48, -1.80)  -0.33
C (-0.47, -1.66, -1.16)  -0.01
C (-2.54, 4.83, 2.55)  -0.32
C (-2.51, 4.42, 1.09)  -0.08
C (-1.01, -0.32, -1.65)  -0.31
C (6.40, 4.18, 3.11)  -0.57
C (3.43, -3.91, -1.17)  -0.32
C (-4.32, -4.79, -0.84)  -0.01
C (-0.42, 2.16, -1.82)  -0.06
C (-0.40, 4.54, 1.86)  -0.56
H (-0.84, -0.26, -2.72)  0.14
H (3.68, -3.66, 0.95)  0.09
H (-2.73, 3.35, 0.96)  0.13
H (-2.64, 5.92, 2.64)  0.16
H (-3.50, 3.05, 3.29)  0.09
H (-1.19, 2.02, -2.57)  0.07
H (-3.22, -1.01, -3.34)  0.14
H (-4.08, -4.41, 0.15)  0.09
H (4.06, 3.02, 2.20)  0.14
H (2.22, 4.15, 4.33)  0.08
H (4.18, 5.58, 3.87)  0.16
H (4.45, -5.11, 0.29)  0.09
H (4.14, -5.26, -2.74)  0.14
H (5.23, -3.90, -2.40)  0.14
H (-4.47, -5.86, -0.75)  0.09
H (-3.74, -6.14, -3.10)  0.14
H (-0.71, 1.01, -0.01)  0.09
H (2.51, -4.49, -1.11)  0.15
H (3.36, 4.05, 5.68)  0.09
H (-0.76, -1.86, -0.14)  0.10
H (-5.25, -4.33, -1.18)  0.09
H (0.76, 0.57, -0.89)  0.11
H (-3.86, -4.55, -3.89)  0.14
H (-3.42, 4.37, 4.45)  0.09
H (-3.17, 5.00, 0.46)  0.14
H (5.18, -3.51, 0.03)  0.09
H (-0.80, -2.47, -1.80)  0.07
H (0.49, 2.40, -2.35)  0.08
H (-3.07, -3.40, -1.90)  0.13
H (3.27, 2.73, 4.52)  0.09
H (0.61, -1.64, -1.21)  0.06
H (3.62, 4.67, 1.70)  0.13
H (-4.57, 4.45, 3.11)  0.09
H (-0.75, 2.95, -1.17)  0.05

---

(4)
DFT (wB97M-V/def2-TZVPD) results for a molecular structure, C23H18BrHgN7O7P2.

Multiplicity: 2
Largest force on an atom: 0.01098 Eh/bohr
Total charge: -1
LUMO level (alpha / beta): 0.0663 / 0.0585 Eh
E_tot: -5207.78495 hartree

Last column: Löwdin charge in e.
Cartesian coordinates (Å):
Hg (-0.70, -1.76, -0.52)  1.19
Br (-2.69, 3.50, 0.77)  0.74
P (-2.25, -4.12, -1.63)  0.18
P (0.40, -4.68, -0.38)  0.16
O (-2.26, -2.60, -1.79)  -0.42
O (-2.70, -4.41, -0.10)  -0.16
O (-0.18, -5.97, 0.42)  -0.15
O (-3.02, -4.91, -2.60)  -0.29
O (0.13, -3.53, 0.57)  -0.39
O (-0.68, -4.60, -1.63)  -0.31
O (1.74, -4.93, -0.92)  -0.29
N (-1.93, 0.87, -2.30)  0.07
N (-1.83, -0.75, 1.39)  0.06
N (4.63, 5.17, 2.69)  0.03
N (0.43, 0.04, 0.09)  0.00
N (3.18, -0.66, -3.80)  0.08
N (0.95, -1.21, -2.28)  0.07
N (-2.67, 0.38, 3.76)  0.08
C (1.57, 0.40, -0.56)  -0.22
C (3.53, 4.76, 3.32)  -0.17
C (-4.06, 1.38, -0.58)  -0.12
C (-4.15, 0.39, -1.54)  -0.06
C (1.15, -1.81, -3.44)  -0.09
C (2.93, 3.14, 1.64)  -0.17
C (-1.58, 0.79, 3.14)  -0.10
C (2.67, 3.79, 2.85)  -0.03
C (2.07, 2.09, 1.10)  -0.15
C (-3.07, 0.18, -2.39)  -0.16
C (-3.35, -0.62, 3.18)  -0.13
C (1.85, -0.32, -1.85)  -0.18
C (4.88, 4.56, 1.53)  -0.17
C (-2.88, 2.10, -0.50)  -0.68
C (2.25, -1.52, -4.21)  -0.12
C (2.98, -0.08, -2.63)  -0.07
C (0.88, 1.71, 1.74)  0.03
C (0.10, 0.69, 1.25)  -0.23
C (4.09, 3.57, 0.97)  -0.03
C (-1.84, 1.81, -1.36)  -0.21
C (2.39, 1.38, -0.10)  0.03
C (-1.13, 0.24, 1.93)  -0.21
C (-2.93, -1.19, 2.00)  -0.11
H (-2.12, -5.03, 0.36)  0.04
H (-5.05, -0.20, -1.65)  0.11
H (1.81, 3.53, 3.46)  0.09
H (-0.91, 2.37, -1.31)  0.10
H (-3.46, -2.01, 1.53)  0.11
H (-3.11, -0.57, -3.16)  0.10
H (5.77, 4.88, 1.00)  0.10
H (-1.05, 1.60, 3.62)  0.10
H (2.41, -1.99, -5.18)  0.10
H (3.75, 0.61, -2.29)  0.11
H (-4.25, -0.97, 3.69)  0.10
H (0.25, -6.76, 0.07)  0.07
H (3.29, 1.61, -0.64)  0.08
H (0.40, -2.54, -3.75)  0.12
H (4.39, 3.14, 0.03)  0.09
H (0.56, 2.22, 2.63)  0.09
H (-4.88, 1.59, 0.10)  0.10
H (3.32, 5.25, 4.26)  0.10

---

(5)
DFT (wB97M-V/def2-TZVPD) results for a molecular structure, C2F6NO2S2Sm in a non-equilibrium geometry.

Multiplicity: 8
Largest force on an atom: 0.10507 Eh/bohr
Total charge: 0
LUMO level (alpha / beta): -0.0781 / -0.0959 Eh
E_tot: -2334.82714 hartree

Last column: Löwdin charge in e.
Cartesian coordinates (Å):
Sm (1.52, -1.17, 2.83)  1.47
S (0.23, 0.94, 1.06)  0.43
S (-2.51, -2.55, 0.13)  0.79
F (2.46, 1.35, -0.29)  0.12
F (1.32, 3.14, 0.07)  0.14
F (-0.24, -2.54, -1.25)  0.03
F (0.67, 1.72, -1.41)  0.14
F (-1.99, -2.47, -2.53)  -0.17
F (-1.58, -0.62, -1.49)  0.06
O (1.10, 1.16, 2.31)  -0.60
O (-1.02, 1.71, 1.08)  -0.33
N (0.21, -0.59, 0.83)  -0.48
C (-1.42, -1.91, -1.13)  -0.89
C (1.24, 1.85, -0.22)  -0.72

---

(6)
DFT (wB97M-V/def2-TZVPD) results for 5 unconnected molecules or ions with the total composition C3H16O5 in a non-equilibrium geometry.

Largest force on an atom: 0.03161 Eh/bohr
Total charge: 0
LUMO level: 0.0187 Eh
SMILES string: CC(C)O.O.O.O.O
Energy relative to the best compared isomer or geometry (same formula, charge and spin): 70.6 kJ/mol
E_tot: -500.07662 hartree

Last column: Löwdin charge in e.
Cartesian coordinates (Å):
O (0.65, 2.53, -0.96)  -0.02
O (2.16, 2.72, 1.33)  -0.08
O (0.37, -0.41, -1.15)  -0.07
O (-1.49, -0.33, 2.31)  -0.05
O (2.65, -0.37, 1.28)  -0.06
C (-0.90, -1.05, -1.41)  -0.45
C (-2.01, -0.29, -0.71)  -0.06
C (-0.79, -2.47, -0.87)  -0.06
H (0.79, 3.26, -1.55)  0.05
H (0.42, -0.28, -0.19)  0.05
H (-1.75, -2.97, -0.76)  0.08
H (-0.58, -0.48, 2.05)  0.03
H (-1.77, 0.76, -0.57)  0.07
H (2.50, 0.57, 1.40)  -0.01
H (-1.54, -0.21, 3.26)  0.05
H (-0.32, -2.55, 0.11)  0.08
H (3.57, -0.40, 0.97)  0.04
H (2.86, 2.65, 0.67)  0.04
H (-0.02, 1.92, -1.23)  0.01
H (-2.14, -0.62, 0.34)  0.05
H (-2.99, -0.48, -1.15)  0.08
H (1.39, 2.54, 0.76)  0.00
H (-0.06, -3.04, -1.45)  0.08
H (-1.01, -1.02, -2.49)  0.13

---

(7)
DFT (wB97M-V/def2-TZVPD) results for 5 unconnected molecules or ions with the total composition C7H17NO4 in a non-equilibrium geometry.

Largest force on an atom: 0.06675 Eh/bohr
Total charge: 0
LUMO level: 0.0222 Eh
SMILES string: C/C=C/c1ccc[nH]1.O.O.O.O
Energy relative to the best compared isomer or geometry (same formula, charge and spin): 71.6 kJ/mol
E_tot: -632.59210 hartree

Last column: Löwdin charge in e.
Cartesian coordinates (Å):
O (-1.14, -1.72, -1.35)  -0.05
O (-1.88, 0.14, 1.61)  -0.12
O (1.15, -0.95, -3.26)  -0.09
O (-3.18, -3.02, 0.50)  -0.05
N (0.28, 1.92, -1.14)  0.06
C (1.84, -0.33, 1.20)  -0.19
C (0.70, 1.55, 0.08)  -0.28
C (0.06, 2.38, 1.04)  -0.09
C (-0.74, 2.87, -1.05)  -0.07
C (-0.97, 3.01, 0.34)  -0.14
C (1.72, 0.45, 0.14)  -0.06
C (2.75, -1.52, 1.24)  -0.12
H (3.76, -1.15, 1.27)  0.07
H (0.08, 2.31, 2.15)  0.12
H (2.31, 0.10, -0.73)  0.12
H (-1.22, 3.15, -1.96)  0.10
H (-1.66, 3.75, 0.67)  0.09
H (1.10, -1.65, -3.93)  0.04
H (-1.05, 0.69, 1.86)  0.02
H (0.41, -1.17, -2.66)  -0.01
H (-3.60, -2.16, 0.47)  0.03
H (2.52, -2.18, 0.36)  0.09
H (-1.45, -2.55, -1.02)  0.01
H (-2.67, -2.96, 1.32)  0.05
H (-2.35, 0.91, 1.17)  0.06
H (0.73, 1.74, -2.03)  0.15
H (1.27, -0.12, 2.20)  0.13
H (2.50, -2.28, 2.04)  0.08
H (-1.24, -1.22, -0.51)  0.03

---

(8)
DFT (wB97M-V/def2-TZVPD) results for 2 unconnected molecules or ions with the total composition CH7N4 in a non-equilibrium geometry.

Largest force on an atom: 0.10798 Eh/bohr
Total charge: +1
LUMO level: -0.1361 Eh
Energy relative to the best compared isomer or geometry (same formula, charge and spin): 271.6 kJ/mol
E_tot: -260.92139 hartree

Last column: Löwdin charge in e.
Cartesian coordinates (Å):
N (2.27, -0.39, -0.09)  0.13
N (-0.03, -0.16, 0.29)  -0.01
N (-2.27, -0.41, -0.20)  0.04
N (-1.27, 0.54, 0.18)  -0.11
C (1.08, 0.28, -0.19)  -0.22
H (3.13, 0.07, -0.14)  0.08
H (-2.16, -1.48, 0.73)  0.30
H (-1.33, 0.93, 1.20)  0.23
H (1.07, 1.35, -0.71)  0.18
H (-1.20, 1.38, -0.36)  0.16
H (2.50, -1.31, 0.31)  0.14
H (-1.80, -0.81, -1.02)  0.07